(1)
ORCA calculation (ωB97M-V with the def2-TZVPD basis set) on one molecule with the formula C5H5FN2.

The calculation puts the total energy at -402.68490 Ha. The energy relative to the best compared isomer or geometry (same formula, charge and spin) comes out at 127.1 kcal per mole. The calculation puts the highest occupied orbital energy at -9.4 eV. Its gap between HOMO and LUMO is 9.79 eV. Its SMILES is C#CC(/C=C/F)=N/N. Its charge is 0. As for the spin multiplicity: 1.

Element x y z (Å)
C 0.069 -0.544 0.035
C 0.377 0.827 -0.612
C 0.488 1.868 0.156
C 0.175 -0.509 1.500
C 0.120 -0.356 2.733
H -0.316 -2.628 -2.160
H -1.266 -1.009 -2.205
H 0.140 1.102 -1.732
H 0.528 1.659 1.222
H -0.175 -0.521 3.829
N -0.167 -1.542 -1.933
N -0.237 -1.547 -0.530
F 0.264 3.200 -0.303

natural (NBO) atomic charge list, values in e, 5 entries: C 0.1693; C -0.3585; C 0.2591; C -0.0454; C -0.2222

***

(2)
ORCA calculation (ωB97M-V with the def2-TZVPD basis set) on one molecule with the formula CH5N3O2.

The calculation puts the total energy at -355.66306 Ha. The energy relative to the best compared isomer or geometry (same formula, charge and spin) comes out at 101.1 kcal per mole. The calculation puts the highest occupied orbital energy at -9.3 eV. Its gap between HOMO and LUMO is 10.06 eV. Its SMILES is CN(N)[N+](=O)[O-]. Its charge is 0. As for the spin multiplicity: 1.

Element x y z (Å)
C 0.247 0.062 1.068
N -0.730 -0.301 -1.191
N -0.379 0.671 -0.350
N -0.393 2.027 -0.620
O -0.163 2.657 0.370
O -0.624 2.350 -1.748
H 0.272 -1.079 0.882
H 1.217 0.498 1.021
H -0.344 0.340 1.889
H 0.133 -0.656 -1.760
H -1.420 0.067 -1.832

natural (NBO) atomic charge list, values in e, 5 entries: C -0.3833; N -0.6341; N -0.1417; N 0.6355; O -0.4215

***

(3)
ORCA calculation (ωB97M-V with the def2-TZVPD basis set) on a 2-piece molecular cluster, C4H10N2 overall.

The calculation puts the total energy at -267.78749 Ha. The energy relative to the best compared isomer or geometry (same formula, charge and spin) comes out at 86.5 kcal per mole. The calculation puts the highest occupied orbital energy at -9.0 eV. Its gap between HOMO and LUMO is 9.75 eV. Its SMILES is C=NC.C=NC. Its charge is 0. As for the spin multiplicity: 1.

Element x y z (Å)
C -0.328 3.137 1.048
C 0.492 1.245 0.021
N -0.326 1.711 0.781
H -1.084 3.479 1.896
H 0.660 3.432 1.365
H -0.618 3.733 0.176
H 0.493 0.176 -0.263
H 1.394 1.766 -0.273
C -1.124 -2.544 -0.666
C 1.163 -1.996 -0.559
N 0.056 -1.792 -1.208
H -1.161 -2.196 0.396
H -2.020 -2.115 -1.204
H -1.197 -3.665 -0.903
H 2.175 -1.388 -0.480
H 1.424 -2.983 -0.129

natural (NBO) atomic charge list, values in e, 5 entries: C -0.4490; C -0.0400; N -0.4076; H 0.1977; H 0.1861

***

(4)
ORCA calculation (ωB97M-V with the def2-TZVPD basis set) on C13H22N3OPTa as an isolated structure.

The calculation puts the total energy at -1145.79025 Ha. The energy relative to the best compared isomer or geometry (same formula, charge and spin) comes out at 272.9 kcal per mole. The calculation puts the highest occupied orbital energy at -5.1 eV. Its gap between HOMO and LUMO is 6.30 eV. Its charge is -1. As for the spin multiplicity: 1.

Element x y z (Å)
C 4.592 1.650 1.269
C 3.368 1.406 0.598
Ta 1.249 1.032 -0.380
C -0.898 0.846 -1.245
C -1.750 -0.091 -0.153
N -1.988 0.748 1.082
C -2.255 -0.074 2.321
C -2.911 -1.552 2.058
C -3.012 1.841 0.868
C -2.509 3.415 1.105
O -4.270 1.649 0.464
P 2.324 1.606 -2.652
N 1.985 0.601 -3.872
C 1.625 -1.256 -0.583
C 2.676 -2.051 0.448
C 2.837 -3.672 0.263
N 2.153 -4.561 -0.738
C 1.230 -3.838 -1.678
C 0.872 -2.239 -1.708
H 5.520 1.762 2.003
H 0.863 2.848 -0.063
H 0.637 0.705 1.341
H -0.812 0.301 -2.282
H -1.441 1.879 -1.445
H -1.091 -1.045 0.009
H -2.755 -0.438 -0.687
H -3.059 0.538 2.957
H -1.281 -0.086 3.003
H -3.920 -1.522 1.460
H -2.111 -2.274 1.550
H -3.128 -2.031 3.120
H -3.382 4.122 1.442
H -2.025 3.738 0.076
H -1.629 3.350 1.896
H 1.827 2.924 -3.071
H 3.764 1.668 -2.497
H 1.374 -0.141 -3.469
H 3.259 -1.490 1.301
H 3.565 -4.213 1.041
H 0.693 -4.503 -2.512
H 0.109 -1.790 -2.480

natural (NBO) atomic charge list, values in e, 5 entries: C -0.3532; C -0.4971; Ta 1.9344; C -0.9718; C -0.2475

***

(5)
ORCA calculation (ωB97M-V with the def2-TZVPD basis set) on an isolated ion of composition C2H7N2O2 and charge +1.

The calculation puts the total energy at -339.76611 Ha. The energy relative to the best compared isomer or geometry (same formula, charge and spin) comes out at 259.8 kcal per mole. The calculation puts the highest occupied orbital energy (alpha / beta) at -17.5 / -17.5 eV. Its gap between HOMO and LUMO (alpha / beta) is 8.74 / 8.74 eV. Its SMILES is C[N+](C)(O)N=O. Its charge is +1. As for the spin multiplicity: 1.

Element x y z (Å)
C 0.743 1.139 0.221
C 0.532 -1.030 -0.665
N -1.250 0.152 -0.763
N -0.204 -0.013 0.139
O -2.684 -0.287 -0.038
O -0.607 -0.323 1.367
H 0.515 1.863 -0.496
H 0.281 1.592 1.127
H 1.757 0.822 0.415
H 0.146 -1.941 -1.059
H 0.951 -0.609 -1.556
H 1.460 -1.141 -0.026
H -1.642 -0.224 1.333

natural (NBO) atomic charge list, values in e, 5 entries: C -0.4199; C -0.4511; N 0.3130; N 0.1173; O -0.2363

***

(6)
ORCA calculation (ωB97M-V with the def2-TZVPD basis set) on a 2-piece molecular cluster, C25H41ClFN2O5P overall.

The calculation puts the total energy at -2363.91761 Ha. The energy relative to the best compared isomer or geometry (same formula, charge and spin) comes out at 247.2 kcal per mole. The calculation puts the highest occupied orbital energy at -8.4 eV. Its gap between HOMO and LUMO is 5.86 eV. Its SMILES is CCC[C@@H](C)c1c(CC)c(CCCCO)c(CCCCl)c2ncc(F)nc12.COP(=O)(OC)OC. Its charge is 0. As for the spin multiplicity: 1.

Element x y z (Å)
C -0.570 -4.122 -3.756
C 0.846 -4.657 -3.149
C 1.340 -3.585 -2.068
C 2.883 -3.098 -2.221
C 3.397 -2.926 -3.726
C 3.017 -1.801 -1.282
C 2.676 -0.332 -1.742
C 2.207 0.010 -3.228
C 0.733 -0.583 -3.607
C 2.812 0.853 -0.675
C 2.432 2.344 -1.112
C 0.848 2.532 -1.431
C -0.096 2.175 -0.159
C -0.763 0.717 -0.232
O -1.795 0.614 0.809
C 3.272 0.609 0.809
C 3.414 1.762 1.908
C 2.459 1.623 3.191
C 1.073 0.861 2.979
Cl 1.015 -0.680 4.031
C 3.635 -0.873 1.267
N 4.084 -0.994 2.634
C 4.312 -2.372 2.894
C 4.130 -3.562 1.924
F 4.390 -4.896 2.372
N 3.735 -3.391 0.586
C 3.474 -2.015 0.229
H -0.370 -3.469 -4.670
H -1.075 -3.447 -2.960
H -1.316 -4.975 -3.942
H 1.599 -4.957 -3.948
H 0.569 -5.634 -2.588
H 0.661 -2.668 -1.938
H 1.306 -4.121 -1.038
H 3.495 -3.998 -1.819
H 2.601 -2.506 -4.453
H 4.296 -2.222 -3.726
H 3.713 -3.937 -4.174
H 3.008 -0.324 -3.997
H 2.097 1.143 -3.441
H 0.448 -0.031 -4.588
H -0.069 -0.283 -2.847
H 0.751 -1.691 -3.870
H 2.819 3.170 -0.433
H 2.959 2.515 -2.133
H 0.482 1.862 -2.289
H 0.676 3.620 -1.791
H 0.518 2.369 0.794
H -0.969 2.937 -0.199
H -1.240 0.453 -1.232
H 0.061 -0.036 0.080
H -1.495 1.090 1.622
H 3.322 2.826 1.516
H 4.501 1.671 2.306
H 2.267 2.693 3.594
H 3.050 1.064 4.008
H 0.787 0.616 1.905
H 0.238 1.532 3.421
H 4.642 -2.635 3.970
C -4.662 0.437 1.407
O -5.552 0.812 2.459
P -5.341 2.432 3.008
O -6.068 2.124 4.313
O -6.400 2.957 1.858
C -7.671 2.330 1.756
O -5.014 4.050 3.477
C -6.106 4.935 3.659
H -4.871 -0.594 1.123
H -4.808 1.083 0.538
H -3.629 0.510 1.751
H -7.969 1.839 2.684
H -7.648 1.597 0.946
H -8.414 3.093 1.513
H -6.937 4.456 4.180
H -6.442 5.315 2.691
H -5.759 5.781 4.254

Mulliken atomic charge list, values in e, 5 entries: C -0.9050; C -0.4798; C -0.3022; C 0.4733; C -1.3447

***

(7)
ORCA calculation (ωB97M-V with the def2-TZVPD basis set) on one molecule with the formula C20H20INO4.

The calculation puts the total energy at -1427.41842 Ha. The energy relative to the best compared isomer or geometry (same formula, charge and spin) comes out at 0.0 kcal per mole. The calculation puts the highest occupied orbital energy at -8.5 eV. Its gap between HOMO and LUMO is 8.67 eV. Its SMILES is CCO[C@@H](Cc1cccc(C2=NO[C@@H](c3ccc(I)cc3)C2)c1)C(=O)O. Its charge is 0. As for the spin multiplicity: 1.

Element x y z (Å)
O 0.242 1.604 -2.375
I 5.026 -5.702 -1.886
N 1.356 -1.076 3.334
O -1.346 0.145 -2.982
O 2.738 -1.290 3.634
O -3.201 1.657 -2.016
C -0.929 1.303 -2.482
C 1.289 -0.289 2.298
C -2.484 0.293 2.114
C 4.353 -2.811 -0.923
C 3.659 -4.527 0.704
C -1.228 -0.132 2.507
C 4.009 -1.801 0.066
C 3.250 -3.510 1.571
C -2.592 1.138 0.967
C -0.110 1.397 0.964
C 4.241 -4.148 -0.548
C 0.003 0.314 1.896
C 3.501 -2.125 1.311
C -1.355 1.720 0.431
C -5.469 1.474 -2.667
C -4.429 2.436 -2.144
C 2.571 0.219 1.905
C 3.368 -1.006 2.354
C -1.413 2.787 -0.597
C -1.957 2.275 -1.970
H -0.625 -0.263 -3.422
H -3.398 0.002 2.603
H 4.835 -2.522 -1.824
H 3.631 -5.577 0.901
H -1.291 -0.962 3.232
H 4.263 -0.790 -0.174
H 2.916 -3.772 2.590
H -3.437 1.449 0.530
H 0.744 1.810 0.399
H -5.615 0.702 -1.917
H -5.184 1.064 -3.667
H -6.412 1.923 -2.816
H -4.265 3.304 -2.789
H -4.744 2.728 -1.164
H 2.694 0.426 0.798
H 2.931 1.085 2.500
H 4.425 -0.776 2.668
H -2.176 3.487 -0.333
H -0.463 3.350 -0.732
H -1.923 2.987 -2.846

natural (NBO) atomic charge list, values in e, 5 entries: O -0.6250; I 0.0988; N -0.0826; O -0.6492; O -0.3743

***

(8)
ORCA calculation (ωB97M-V with the def2-TZVPD basis set) on a 10-piece molecular cluster, H20O10 overall.

The calculation puts the total energy at -764.38266 Ha. The energy relative to the best compared isomer or geometry (same formula, charge and spin) comes out at 62.3 kcal per mole. The calculation puts the highest occupied orbital energy at -11.0 eV. Its gap between HOMO and LUMO is 10.88 eV. Its SMILES is O.O.O.O.O.O.O.O.O.O. Its charge is 0. As for the spin multiplicity: 1.

Element x y z (Å)
O -2.158 2.291 0.935
H -1.677 1.877 1.666
H -2.892 2.740 1.310
O 1.113 0.462 -3.279
H 0.926 -0.305 -2.718
H 2.039 0.629 -3.248
O 1.436 -2.878 1.476
H 2.280 -2.662 1.057
H 1.112 -1.996 1.526
O -0.673 0.559 2.816
H -0.476 0.149 1.988
H 0.086 1.071 3.054
O 0.132 -0.610 0.494
H 0.103 -1.209 -0.252
H 0.224 0.198 0.089
O 0.518 1.899 -0.677
H 1.339 2.292 -0.632
H -0.006 2.607 -1.095
O -0.329 -2.204 -1.437
H -1.019 -1.785 -2.028
H -0.745 -2.984 -1.058
O 1.236 3.172 1.596
H 1.693 3.906 1.227
H 0.772 2.826 0.824
O -2.086 0.967 -1.834
H -2.004 1.465 -1.040
H -1.561 1.497 -2.425
O -0.002 -4.650 0.190
H 0.084 -5.326 0.824
H 0.546 -4.009 0.655

natural (NBO) atomic charge list, values in e, 5 entries: O -0.9922; H 0.5039; H 0.4759; O -0.9488; H 0.4815

***

(9)
ORCA calculation (ωB97M-V with the def2-TZVPD basis set) on one molecule with the formula C8H12O.

The calculation puts the total energy at -387.13791 Ha. The energy relative to the best compared isomer or geometry (same formula, charge and spin) comes out at 78.5 kcal per mole. The calculation puts the highest occupied orbital energy at -9.1 eV. Its gap between HOMO and LUMO is 10.05 eV. Its SMILES is C=C1COC[C@@H]2C[C@@]12C. Its charge is 0. As for the spin multiplicity: 1.

Element x y z (Å)
C 0.437 1.855 0.599
C -0.227 0.808 -0.263
C -0.010 1.071 -1.790
C 0.578 -0.093 -1.119
C 1.727 -0.717 -0.361
C -0.201 -1.147 1.212
C -1.122 -0.134 0.437
C -2.458 -0.169 0.463
H -0.117 2.824 0.630
H 1.486 2.123 0.236
H 0.526 1.512 1.696
H 0.552 1.904 -2.110
H -0.740 0.862 -2.580
H -0.025 -0.975 -1.340
H 2.335 -1.348 -0.970
H 2.341 -0.027 0.186
H 0.151 -0.645 2.148
H -0.776 -2.065 1.488
H -2.939 -0.917 1.053
H -3.102 0.614 0.023
O 0.996 -1.588 0.560

natural (NBO) atomic charge list, values in e, 5 entries: C -0.6089; C -0.1262; C -0.3778; C -0.2616; C -0.0467

***

(10)
ORCA calculation (ωB97M-V with the def2-TZVPD basis set) on CH4N2O as an isolated structure.

The calculation puts the total energy at -225.03739 Ha. The energy relative to the best compared isomer or geometry (same formula, charge and spin) comes out at 159.8 kcal per mole. The calculation puts the highest occupied orbital energy at -9.5 eV. Its gap between HOMO and LUMO is 9.13 eV. Its charge is 0. As for the spin multiplicity: 1.

Element x y z (Å)
C -0.272 0.167 -0.917
N -0.364 -0.855 1.143
N 0.144 -0.077 0.390
O 1.687 0.753 0.827
H 0.108 1.268 -1.032
H -1.427 0.021 -0.852
H 0.192 -0.522 -1.614
H -0.068 -0.754 2.054

natural (NBO) atomic charge list, values in e, 5 entries: C -0.4767; N -0.2558; N 0.1978; O -0.5818; H 0.2765

***

(11)
ORCA calculation (ωB97M-V with the def2-TZVPD basis set) on one molecule with the formula C3H2ClF3.

The calculation puts the total energy at -875.26248 Ha. The energy relative to the best compared isomer or geometry (same formula, charge and spin) comes out at 4.4 kcal per mole. The calculation puts the highest occupied orbital energy at -10.0 eV. Its gap between HOMO and LUMO is 10.63 eV. Its SMILES is FC/C(F)=C(/F)Cl. Its charge is 0. As for the spin multiplicity: 1.

Element x y z (Å)
C 0.976 -0.607 0.255
C 0.043 0.511 -0.035
C -1.274 0.454 -0.238
H 1.576 -0.344 1.127
H 0.419 -1.525 0.485
F 1.814 -0.815 -0.824
F 0.638 1.723 -0.095
F -1.981 1.565 -0.466
Cl -2.212 -0.963 -0.209

natural (NBO) atomic charge list, values in e, 5 entries: C -0.0111; C 0.2486; C 0.2807; H 0.1879; H 0.1928

***

(12)
ORCA calculation (ωB97M-V with the def2-TZVPD basis set) on C31H48N2O6P2Pt as an isolated structure.

The calculation puts the total energy at -2572.09597 Ha. The calculation puts the highest occupied orbital energy (alpha / beta) at -14.3 / -14.3 eV. Its gap between HOMO and LUMO (alpha / beta) is 8.70 / 4.00 eV. Its charge is +2. As for the spin multiplicity: 5.

Element x y z (Å)
Pt -0.222 -0.273 0.223
C 1.259 0.235 -1.961
C 0.185 1.172 -2.217
C 1.299 1.887 -0.314
C 2.041 0.785 -0.890
C 0.199 2.168 -1.190
C 1.725 -0.778 -2.927
H 0.898 -1.309 -3.408
H 2.392 -1.520 -2.483
H 2.289 -0.277 -3.726
C 3.430 0.449 -0.566
H 3.768 -0.449 -1.094
H 3.520 0.272 0.513
H 4.088 1.294 -0.818
C 1.782 2.799 0.732
H 2.258 3.667 0.260
H 2.514 2.305 1.371
H 0.972 3.176 1.366
C -0.537 3.445 -1.170
H 0.025 4.121 -1.830
H -0.543 3.892 -0.171
H -1.573 3.367 -1.529
C -0.494 1.239 -3.519
H 0.281 1.651 -4.192
H -1.389 1.873 -3.499
H -0.788 0.247 -3.895
C -3.220 -1.706 -0.989
C -2.696 -1.549 -2.227
C -3.585 -1.364 -3.425
C -4.303 0.032 -3.550
C -4.110 1.039 -2.441
C -4.669 0.851 -1.233
C -5.482 -0.391 -0.933
C -4.712 -1.753 -0.772
H -4.366 -2.148 -3.465
H -5.384 -0.187 -3.622
H -2.972 -1.502 -4.332
H -5.188 -2.493 -1.446
H -2.574 -1.681 -0.102
H -1.617 -1.440 -2.375
H -4.891 -2.109 0.258
H -6.035 -0.212 0.007
H -4.539 1.562 -0.398
H -6.223 -0.539 -1.742
H -3.978 0.492 -4.501
H -3.448 1.887 -2.675
P 0.707 -2.426 0.260
C 2.539 -2.635 0.329
H 2.703 -3.688 0.602
H 2.983 -1.982 1.091
H 2.988 -2.430 -0.651
C 0.189 -3.312 1.771
H 0.749 -4.261 1.768
H -0.894 -3.497 1.722
H 0.462 -2.699 2.650
C 0.381 -3.675 -1.044
H -0.692 -3.904 -1.068
H 0.972 -4.565 -0.758
H 0.724 -3.305 -2.020
P -1.407 0.829 1.937
C -1.992 2.573 1.780
H -2.835 2.668 2.483
H -2.295 2.857 0.764
H -1.171 3.214 2.150
C -2.678 -0.230 2.738
H -3.646 -0.156 2.220
H -2.729 0.110 3.786
H -2.320 -1.269 2.740
C -0.516 1.216 3.516
H -1.269 1.751 4.121
H 0.343 1.863 3.285
H -0.194 0.264 3.964
O 1.276 -1.158 3.574
C 2.010 -0.419 2.882
O 1.793 0.040 1.729
C 3.346 0.094 3.426
C 3.245 0.863 4.576
C 4.434 1.291 5.172
C 5.678 1.015 4.606
C 5.722 0.276 3.425
C 4.557 -0.191 2.788
N 6.982 -0.017 2.824
O 8.026 0.385 3.376
O 7.019 -0.675 1.762
N 4.337 2.010 6.394
O 3.217 2.237 6.897
O 5.390 2.402 6.936
H 2.263 1.025 5.018
H 6.584 1.368 5.082
H 4.618 -0.811 1.890

Mulliken atomic charge list, values in e, 5 entries: Pt 1.0182; C 0.1291; C 0.9284; C 1.0844; C 1.4772